Entry 1:
Formula: C22H60N2O11
Source: OMol25
Level of theory: wB97M-V/def2-TZVPD

The geometry in ORCA input format:
```
! wB97M-V def2-TZVPD RIJCOSX def2/J DEFGRID3
* xyz 0 1
C 3.22328 -4.83768 -0.66419
O 3.89128 -3.65068 -0.33319
C 3.05528 -2.49568 -0.22019
C 2.89828 -1.80368 -1.57019
N 2.40028 -0.45868 -1.46119
C 0.92328 -0.53168 -1.42319
C 0.51528 0.24732 -2.65519
O -0.69872 0.44632 -2.93419
C -1.08872 0.71632 -4.28419
H 2.48428 -4.63468 -1.39919
H 2.60828 -5.38768 0.09481
H 3.93128 -5.53568 -1.06619
H 3.66328 -1.80668 0.24381
H 2.13228 -2.64368 0.26781
H 2.67928 -2.42868 -2.43919
H 3.94928 -1.56868 -1.84219
H 2.65028 0.04832 -0.66919
H 0.61828 -0.03868 -0.52619
H 0.52728 -1.53868 -1.46619
H 0.93928 -0.07068 -3.57919
H 0.88128 1.25332 -2.47119
H -0.66072 1.66432 -4.54819
H -2.15272 1.04532 -4.33019
H -1.02472 -0.08368 -4.99719
C 1.20428 -5.02968 2.94181
O 1.05528 -3.96668 2.12181
C -0.05372 -4.07968 1.25881
C -0.57272 -2.59268 1.22881
N -1.49472 -2.54568 0.09381
C -2.14672 -1.28468 -0.22419
C -3.54472 -1.61068 -0.80319
O -4.37672 -0.71168 -1.16219
C -4.02072 0.09132 -2.33719
H 1.50228 -5.86668 2.39381
H 0.20928 -5.24768 3.31381
H 1.98428 -4.82968 3.73781
H -0.87172 -4.67768 1.52381
H 0.20628 -4.56468 0.28381
H 0.19728 -1.88068 1.17081
H -1.21472 -2.44068 2.10481
H -1.09172 -3.05168 -0.65019
H -1.46472 -0.56768 -0.72519
H -2.32072 -0.81268 0.75081
H -4.01772 -2.25568 -0.08019
H -3.50172 -2.34368 -1.56619
H -4.83172 0.53432 -2.91819
H -3.79772 -0.56968 -3.15819
H -3.10172 0.76932 -2.30419
C 3.01628 3.62832 -3.19219
C 3.61428 2.48232 -2.57519
O 3.65328 1.32332 -3.48619
H 2.00828 3.51132 -3.52619
H 3.73228 4.02332 -3.98919
H 2.94028 4.35732 -2.40119
H 3.10828 2.18732 -1.63519
H 4.67028 2.63932 -2.29519
H 3.40428 0.59632 -2.96919
C -1.06172 2.24032 3.49281
C -0.13772 1.20232 3.13681
O -0.38472 0.65532 1.84081
H -0.74372 2.72232 4.45681
H -2.09272 1.87632 3.42281
H -1.14472 3.06832 2.83981
H -0.20572 0.42732 3.86181
H 0.78828 1.53632 3.40081
H -0.83572 1.31632 1.32481
C -4.85272 0.39532 3.62281
C -4.08072 0.00632 2.49581
O -4.25372 0.73532 1.31381
H -4.92672 1.47632 3.79781
H -4.48272 -0.00968 4.57581
H -5.86372 -0.08368 3.52481
H -4.34272 -1.07268 2.44681
H -3.10272 -0.09168 2.86581
H -4.33672 0.14832 0.58181
C -1.75472 2.52132 -0.59019
C -0.41972 3.05232 -0.86819
O -0.24972 3.28532 -2.19019
O -2.26072 2.69132 0.71681
H -1.91172 1.45732 -0.83219
H -2.34972 2.92332 -1.27919
H 0.29928 2.37732 -0.47719
H -0.31072 4.05032 -0.32519
H -0.32272 2.38132 -2.63219
H -2.94172 2.06832 0.85781
C 2.24228 3.21832 1.63481
C 2.96328 2.01132 1.75981
O 2.29428 0.95432 1.04381
O 3.05028 4.24832 2.15581
H 1.33928 3.11732 2.26381
H 1.93328 3.41132 0.60081
H 3.14028 1.78632 2.79581
H 3.91328 2.16232 1.33281
H 1.46128 0.75232 1.50981
H 3.51728 3.86232 2.86781
*
```

Properties
HOMO level = -0.324 Ha
molar mass = 528.73 u
energy above the lowest of the compared OMol25 structures with the same formula, charge and spin = 2.623 eV
SMILES string = COCCNCCOC.COCCNCCOC.OCCO.OCCO.CCO.CCO.CCO
total energy = -49279.2981 eV

---

Entry 2:
Formula: C22H60N5O7V
Source: OMol25
Level of theory: wB97M-V/def2-TZVPD

The geometry in ORCA input format:
```
! wB97M-V def2-TZVPD RIJCOSX def2/J DEFGRID3
* xyz 1 2
O 12.63778 -24.66262 4.39482
V 13.68435 -25.52253 3.53148
C 15.61322 -21.57974 4.02153
C 16.05405 -23.02173 4.19035
O 15.10221 -23.93181 3.71425
H 16.32540 -20.90603 4.50377
H 14.68431 -21.36223 4.55456
H 15.43471 -21.28701 2.98722
H 16.29950 -23.21212 5.24434
H 17.01420 -23.23975 3.70639
C 10.48607 -21.89127 9.14290
C 9.76594 -22.68349 8.07183
C 8.87245 -21.85196 7.14694
O 7.90946 -21.07286 7.85434
C 6.78125 -21.77885 8.29053
N 10.70868 -23.43265 7.24150
H 9.80452 -21.58097 9.93563
H 10.87680 -20.97450 8.68661
H 11.33592 -22.41858 9.56959
H 9.12023 -23.39349 8.60024
H 8.30451 -22.47330 6.45201
H 9.53196 -21.16219 6.61611
H 6.18701 -22.23380 7.49090
H 6.13854 -21.10692 8.85724
H 7.05228 -22.57031 8.99986
H 10.25409 -24.28679 6.85950
H 10.98621 -23.01395 6.35502
C 15.65085 -26.40219 -0.26667
C 14.86206 -25.78846 0.89830
C 13.44791 -25.39427 0.48181
O 12.81419 -24.76221 1.60532
C 11.53418 -24.19553 1.30892
N 14.85806 -26.72869 2.02006
H 16.71661 -26.50428 -0.06472
H 15.62892 -25.76306 -1.15164
H 15.20140 -27.36354 -0.52126
H 15.37237 -24.91089 1.30799
H 12.90451 -26.26068 0.08992
H 13.49346 -24.63185 -0.29770
H 11.63604 -23.48287 0.48800
H 11.06740 -23.74887 2.18159
H 10.89893 -24.99359 0.91042
H 14.48728 -27.64715 1.76045
H 15.78822 -27.03673 2.30231
C 16.10977 -25.74015 6.83281
C 15.83031 -26.65934 5.63738
C 16.28785 -28.06894 5.98551
O 17.64721 -28.16121 5.57603
C 18.21206 -29.41975 5.88863
N 14.35753 -26.54770 5.37216
H 17.19264 -25.69780 6.95965
H 15.64767 -26.07495 7.76061
H 15.77594 -24.74737 6.52407
H 16.36820 -26.27841 4.76877
H 15.77034 -28.83745 5.39034
H 16.20885 -28.29910 7.05120
H 18.35877 -29.59356 6.95552
H 19.18320 -29.43734 5.39371
H 17.63849 -30.21912 5.40724
H 13.99257 -26.13585 6.22778
H 14.03847 -27.51930 5.40434
C 11.78270 -20.94038 3.80675
C 10.35635 -20.55895 3.48475
C 10.23020 -19.09814 3.03607
O 8.87439 -18.68965 2.87927
C 8.78991 -17.38031 2.35786
N 9.76349 -21.44312 2.45657
H 12.28345 -20.31029 4.54108
H 12.36546 -20.97580 2.88470
H 11.74923 -21.92916 4.27080
H 9.66765 -20.63925 4.33022
H 10.83561 -18.91949 2.13975
H 10.62793 -18.47234 3.84422
H 9.09895 -16.57535 3.03422
H 7.71391 -17.20981 2.28666
H 9.29079 -17.26797 1.39536
H 8.78902 -21.16602 2.37871
H 10.16739 -21.17337 1.56089
C 8.88253 -24.40485 4.12411
C 8.47178 -25.30748 5.29282
C 7.64741 -26.49433 4.75496
O 7.44850 -27.37072 5.83876
C 6.59437 -28.45121 5.49937
N 9.71394 -25.81695 5.90851
H 8.02717 -23.87236 3.70487
H 9.29171 -24.96049 3.27423
H 9.65064 -23.68499 4.40363
H 7.96445 -24.73085 6.06417
H 8.27390 -26.99455 4.00105
H 6.74429 -26.18544 4.21881
H 6.46825 -29.09806 6.36635
H 7.01723 -29.02251 4.67016
H 5.57335 -28.14095 5.26145
H 9.42297 -26.65756 6.40517
H 10.34378 -26.15298 5.18626
*
```

Properties
HOMO level (spin up / spin down) = -0.374 / -0.374 Ha
molar mass = 557.69 u
energy above the lowest of the compared OMol25 structures with the same formula, charge and spin = 3.455 eV
total energy = -71249.3355 eV